C4H8ClNSi | ωB97M-V/def2-TZVPD

Last column: Mulliken charge in e.
Geometry (Å):
C: 0.345 -0.039 -2.039  -0.5462
C: 0.985 0.329 -0.963  -0.2834
C: 3.638 0.869 0.565  0.1824
C: -2.313 -0.303 0.328  -1.2441
N: 4.624 1.544 0.309  -0.4312
Si: 2.598 -0.280 -0.209  0.1775
Cl: 2.718 -2.139 0.552  -0.2168
H: -0.631 0.308 -2.349  0.3109
H: 0.694 -0.949 -2.493  0.1996
H: 0.680 1.216 -0.419  0.3367
H: -1.520 -0.485 0.929  0.3272
H: -3.145 0.002 0.889  0.3658
H: -2.006 0.456 -0.293  0.2248
H: -2.602 -1.142 -0.157  0.3285
H: 5.047 1.953 1.142  0.2683

Forces on the atoms, in the same order (eV/Å):
-0.5 -1.6 -0.3
1.1 1.1 2.1
-0.5 -0.5 -0.7
-1.1 1.1 0.6
1.4 0.2 0.8
-1.0 0.2 -1.4
-0.1 -0.6 0.2
0.2 0.5 -0.1
-0.1 -0.2 -0.6
-0.4 0.2 0.0
2.4 -0.8 2.1
-1.1 0.7 1.0
0.4 1.7 -1.8
-0.6 -2.7 -1.9
-0.1 0.8 0.1

Output
- frontier orbital gap (spin up / spin down) (eV) = 7.258 / 7.259
- HOMO (spin up / spin down) (eV) = -7.31 / -7.31
- energy relative to the best compared isomer or geometry (same formula, charge and spin) (eV) = 2.7766
- E_tot (eV) = -26165.0488
- SMILES = C=C[Si](Cl)=C=N.C